{
  "formula": "C23H34O28S6",
  "method": "the ωB97M-V functional and the def2-TZVPD basis",
  "elements": ["O", "C", "O", "C", "C", "C", "C", "O", "C", "C", "C", "C", "C", "C", "O", "H", "H", "H", "H", "H", "H", "H", "H", "H", "H", "C", "C", "O", "S", "O", "O", "O", "H", "H", "H", "H", "C", "C", "O", "S", "O", "O", "O", "H", "H", "H", "H", "C", "C", "O", "S", "O", "O", "O", "H", "H", "H", "H", "C", "C", "O", "S", "O", "O", "O", "H", "H", "H", "H", "C", "C", "O", "S", "O", "O", "O", "H", "H", "H", "H", "C", "C", "O", "S", "O", "O", "O", "H", "H", "H", "H"],
  "xyz": [[-4.008, 3.752, -1.200], [-4.393, 2.850, -0.553], [-4.915, 1.699, -1.073], [-5.255, 0.876, 0.066], [-4.136, 1.316, 0.980], [-4.059, 0.809, 2.382], [-3.266, -0.477, 2.532], [-3.451, -1.192, 3.476], [-2.225, -0.798, 1.498], [-1.001, -0.129, 1.556], [-0.043, -0.394, 0.581], [-0.331, -1.306, -0.424], [-1.547, -1.983, -0.474], [-2.510, -1.722, 0.496], [-4.368, 2.750, 0.806], [-6.198, 1.275, 0.432], [-5.302, -0.179, -0.172], [-3.251, 1.142, 0.368], [-3.558, 1.558, 2.996], [-5.044, 0.646, 2.808], [-0.822, 0.591, 2.341], [0.899, 0.130, 0.600], [0.387, -1.500, -1.201], [-1.754, -2.682, -1.269], [-3.479, -2.200, 0.502], [2.655, -3.739, -3.433], [4.124, -3.406, -3.585], [4.317, -2.263, -2.730], [3.348, -2.376, -1.465], [4.063, -2.908, -0.366], [2.623, -1.156, -1.369], [2.380, -3.503, -2.038], [2.037, -3.066, -4.025], [2.424, -4.762, -3.690], [4.395, -3.159, -4.607], [4.763, -4.211, -3.223], [-3.822, 5.675, 5.512], [-2.470, 5.530, 4.853], [-1.835, 4.465, 5.586], [-2.934, 3.410, 6.063], [-2.976, 2.330, 5.142], [-2.773, 3.188, 7.452], [-4.220, 4.325, 5.810], [-3.753, 6.232, 6.448], [-4.556, 6.143, 4.863], [-1.880, 6.437, 4.919], [-2.564, 5.222, 3.808], [3.375, 1.869, -2.357], [2.092, 2.670, -2.303], [2.466, 3.966, -2.796], [3.612, 3.813, -3.903], [3.027, 3.841, -5.194], [4.682, 4.676, -3.557], [4.015, 2.301, -3.569], [4.030, 2.108, -1.517], [3.197, 0.800, -2.385], [1.690, 2.755, -1.298], [1.330, 2.254, -2.966], [-0.667, -7.366, -3.820], [-1.971, -6.601, -3.721], [-1.666, -5.315, -4.283], [-0.585, -5.477, -5.448], [-1.235, -5.506, -6.705], [0.484, -4.583, -5.181], [-0.116, -6.964, -5.085], [0.032, -7.079, -3.032], [-0.811, -8.442, -3.805], [-2.315, -6.485, -2.698], [-2.757, -7.062, -4.323], [-0.159, 10.424, 7.668], [0.440, 9.117, 8.144], [-0.296, 8.115, 7.426], [-0.693, 8.670, 5.982], [0.238, 8.203, 5.022], [-2.092, 8.491, 5.809], [-0.404, 10.214, 6.270], [-1.112, 10.632, 8.159], [0.512, 11.268, 7.802], [0.327, 8.964, 9.213], [1.494, 9.033, 7.872], [4.369, -8.773, -4.979], [5.281, -7.573, -5.133], [4.718, -6.592, -4.247], [4.074, -7.322, -2.973], [5.000, -7.288, -1.904], [2.739, -6.862, -2.826], [4.046, -8.800, -3.580], [3.444, -8.650, -5.546], [4.851, -9.704, -5.264], [5.303, -7.187, -6.148], [6.297, -7.794, -4.801]],
  "mulliken_charge": [-0.52, 0.61, -0.38, -0.48, 0.38, -0.38, -0.06, -0.58, -0.03, -0.05, -0.73, -0.36, -1.26, 0.23, -0.47, 0.29, 0.33, 0.27, 0.00, 0.44, 0.51, 0.54, 0.63, 0.57, 0.54, -0.04, -0.21, -0.38, 1.09, -0.63, -0.45, -0.26, 0.27, 0.07, 0.34, 0.26, -0.24, 0.16, -0.32, 1.01, -0.40, -0.58, -0.34, 0.25, 0.34, -0.16, 0.25, 0.21, -0.31, -0.34, 1.08, -0.53, -0.55, -0.30, 0.27, -0.14, 0.28, 0.35, -0.18, -0.36, -0.29, 1.03, -0.56, -0.46, -0.27, 0.16, 0.34, 0.33, 0.25, -0.35, -0.33, -0.28, 1.20, -0.56, -0.55, -0.31, 0.29, 0.31, 0.30, 0.29, -0.36, -0.33, -0.32, 1.03, -0.56, -0.43, -0.32, 0.26, 0.33, 0.35, 0.29],
  "orbital_gap_ev": 9.5,
  "smiles": "O=C1OC[C@H](CC(=O)c2ccccc2)O1.O=S1(=O)OCCO1.O=S1(=O)OCCO1.O=S1(=O)OCCO1.O=S1(=O)OCCO1.O=S1(=O)OCCO1.O=S1(=O)OCCO1",
  "e_lumo_ev": 0.1,
  "largest_force_ev_per_a": 1.21
}